Below is a molecular structure, C16H22BN7Os, with properties calculated with ωB97M-V/def2-TZVPD.

HOMO-LUMO gap (spin up / spin down)	6.956 / 4.223	eV
⟨S²⟩	6.060
spin multiplicity	5
molar mass	513.44	Da
LUMO energy (spin up / spin down)	-6.8 / -9.9	eV
E_HOMO (spin up / spin down)	-13.8 / -14.1	eV
net charge	+2
largest force on an atom	0.1546	hartree/bohr

The geometry in XYZ format:
```
47
Properties=species:S:1:pos:R:3:forces:R:3:mulliken_charge:R:1
H 1.93830 3.19506 -0.04867 0.0 0.0 -0.2 0.548
N 0.92763 1.69557 -1.16708 -0.9 0.8 -0.1 -0.133
B -0.46580 0.49274 -3.09201 2.0 -0.7 -0.6 0.196
N 0.22095 1.72122 -2.39660 0.9 -0.3 0.8 -0.033
C 0.51564 2.88702 -3.01357 -0.1 -0.2 1.0 -0.137
Os 1.49653 0.11486 0.00648 1.2 7.3 3.0 0.420
H 0.20603 3.08230 -4.03213 -0.2 0.0 0.2 0.461
C 1.24195 3.68943 -2.14657 0.0 0.0 0.5 -1.103
H 1.58716 4.68882 -2.32219 0.0 0.2 -0.1 0.423
C 1.43829 2.95144 -0.97830 -0.4 -1.2 -1.3 0.021
H -0.15619 0.62424 -4.26102 -0.4 -0.1 0.3 -0.095
C -1.83295 -3.11019 2.35872 1.7 -1.6 -1.0 -0.808
H -1.20159 -3.57475 3.12462 -0.2 0.1 -0.1 0.269
H -1.18978 -2.56464 1.65896 -0.1 0.0 0.1 -0.038
H -2.34999 -3.90389 1.80790 0.1 0.2 0.1 0.305
N -2.01308 0.20348 -3.12589 -0.9 -0.7 -2.2 0.646
N 0.38020 -0.74415 -2.59134 -0.8 0.2 1.9 0.047
N -3.01215 0.48398 -2.19508 -1.3 -0.7 -0.3 -0.604
N 0.54916 -0.89849 -1.18635 -1.5 -3.5 -4.5 -0.228
C -2.57583 -0.36599 -4.22571 3.4 1.4 1.5 0.018
C 1.38580 -1.39362 -3.22981 0.3 0.2 0.6 -0.164
H -1.96988 -0.58390 -5.09013 0.0 -0.1 -0.1 0.444
H 1.35951 -1.46355 -4.31081 0.2 0.0 0.1 0.464
C -3.94153 -0.51238 -4.01594 -1.9 0.1 1.5 -0.526
C 2.31580 -1.85770 -2.33014 0.1 1.1 0.5 -0.912
C -4.16124 0.01499 -2.71369 0.8 0.1 -0.1 -0.178
C 1.85943 -1.46596 -0.98812 -0.7 -3.8 -3.8 -0.117
H -4.66615 -0.93511 -4.68716 -0.1 0.0 -0.1 0.429
H 3.26463 -2.31841 -2.53844 -0.1 -0.3 -0.1 0.455
H -5.11906 0.04744 -2.20390 0.4 0.2 0.1 0.457
H 2.02351 -2.20143 -0.19394 -0.1 -0.2 0.4 0.425
H -2.51567 -2.47011 2.79267 -1.5 1.4 0.9 0.291
C 0.69274 0.60848 2.89554 -0.4 0.0 0.4 -0.947
C 2.14958 0.69978 2.78722 1.1 -0.3 -0.8 0.785
C 3.15633 0.88850 3.75278 1.6 0.1 -0.1 -0.802
C 4.38107 0.95568 3.04958 -1.1 0.1 1.4 -0.595
C 4.10055 0.80420 1.66865 -1.2 -0.1 0.6 0.493
C 4.96083 0.90558 0.48589 0.5 0.3 -0.1 -1.124
N 2.74376 0.59939 1.56015 -0.3 0.2 -0.5 0.147
H 0.26232 1.61208 3.06345 0.0 -0.3 -0.1 0.282
H 0.43144 -0.00666 3.76700 -0.2 0.1 -0.3 0.421
H 0.26517 0.16807 1.96148 -0.1 0.3 0.7 0.188
H 2.94936 0.93700 4.81768 0.4 0.1 -0.2 0.488
H 5.36137 1.12565 3.46573 0.0 0.0 0.1 0.486
H 5.85163 1.49138 0.73781 -0.1 -0.2 -0.1 0.393
H 5.30411 -0.07764 0.13868 -0.1 0.1 0.1 0.265
H 4.44193 1.39737 -0.34670 0.0 -0.2 0.2 0.279
```
Positions in Å, forces in eV/Å.